Formula: C3H7NO
Source: OMol25
Level of theory: wB97M-V/def2-TZVPD

Properties
- Net charge: 0
- SMILES string: CC(C)=NO
- LUMO energy: 0.0305 hartree
- Energy relative to the best compared isomer or geometry (same formula, charge and spin): 287.1 kJ/mol
- Largest force on an atom: 0.0541 hartree/bohr
- HOMO energy: -0.3462 Ha
- Total energy: -248.4171 a.u.

Each line ends with the Mulliken charge.
Cartesian coordinates (Å):
O (-1.94, -0.12, 1.33)  -0.32
N (-1.19, 0.73, 0.57)  -0.48
C (0.18, -1.18, 0.01)  -1.59
C (-0.17, 0.24, -0.06)  1.03
C (0.72, 1.24, -0.80)  -0.95
H (1.08, -1.44, -0.59)  0.27
H (-1.32, -0.90, 1.42)  0.29
H (0.79, 1.20, -1.91)  0.26
H (0.25, -1.49, 1.05)  0.42
H (1.77, 1.18, -0.27)  0.25
H (0.45, 2.25, -0.38)  0.33
H (-0.64, -1.71, -0.39)  0.49